Record 1
7
Properties=species:S:1:pos:R:3:forces:R:3 method="wB97M-V/def2-TZVPD" e_lumo_ev=-2.3 de_lowest_ev=0.666 e_tot_ev=-23228.560 homo_ev=-11.602 homo_lumo_gap_ev=9.30
N 0.5276 0.2723 -1.7116 1.83 1.56 -1.65
O -1.3089 -0.4547 -0.7196 1.72 -0.58 1.65
O 0.8835 1.2914 -1.9640 -0.94 -0.91 -0.45
O 0.8994 0.1655 0.0058 1.40 -0.91 0.86
O -1.0409 0.5564 1.4357 0.04 2.00 1.35
F -0.3540 -1.6213 1.3902 0.89 1.18 -2.47
S -0.4391 -0.2362 0.4611 -4.94 -2.34 0.72

Record 2
4
Properties=species:S:1:pos:R:3:forces:R:3 method="wB97M-V/def2-TZVPD" e_lumo_ev="-3.9 / -3.9" de_lowest_ev=1.566 e_tot_ev=-8848.896 homo_ev="-12.928 / -12.986" spin_multiplicity=2 homo_lumo_gap_ev="8.98 / 9.12"
F -2.0719 -0.5492 -0.5468 -0.48 -0.25 0.09
O -0.2645 0.1753 -0.4888 3.51 -0.06 2.62
O 0.5784 -0.0698 0.5335 0.45 1.53 -2.29
O 1.7580 0.4437 0.5021 -3.49 -1.22 -0.42

Record 3
4
Properties=species:S:1:pos:R:3:forces:R:3 method="wB97M-V/def2-TZVPD" e_lumo_ev="-3.7 / -3.7" de_lowest_ev=1.317 e_tot_ev=-8849.144 homo_ev="-13.063 / -13.068" spin_multiplicity=2 homo_lumo_gap_ev="9.36 / 9.42"
F 0.7695 -1.1462 0.5000 0.13 0.01 0.00
O -1.2228 -1.7092 0.5000 -1.54 2.29 0.00
O -1.7116 -0.5149 0.5000 -2.12 -1.45 0.00
O -3.0051 -0.3740 0.5000 3.52 -0.85 0.00